Record 1
15
Properties=species:S:1:pos:R:3 method="wB97M-V/def2-TZVPD" homo_ev=-9.93 charge=0 smiles="C=CC[C@H](O)C=O" e_above_lowest_kcal_mol=32.8 spin_multiplicity=1
O 1.774 -0.477 -1.158
C 1.153 -0.386 0.091
C 0.534 1.015 0.240
C -0.832 1.103 -0.387
C -1.913 0.688 0.273
C 0.162 -1.528 0.234
O 0.066 -2.385 -0.615
H 1.520 -1.344 -1.519
H 1.877 -0.521 0.915
H 0.474 1.299 1.298
H 1.252 1.687 -0.241
H -0.904 1.441 -1.422
H -1.831 0.335 1.301
H -2.902 0.648 -0.172
H -0.429 -1.574 1.162

Record 2
15
Properties=species:S:1:pos:R:3 method="wB97M-V/def2-TZVPD" homo_ev=-4.14 charge=-1 e_above_lowest_kcal_mol=13.8 spin_multiplicity=1
N -0.990 -0.930 -1.015
N -0.921 -1.884 0.018
N -0.310 -1.566 -2.076
N 0.957 -2.085 -1.673
O 1.151 -0.612 0.370
O 1.620 -3.135 0.693
O -0.739 1.149 0.797
O -0.311 3.455 2.238
P -0.006 0.569 -0.394
P 0.811 -2.078 0.000
H -0.151 -0.904 -2.853
H -0.736 4.306 1.874
H 0.926 -3.023 -2.073
H -1.449 -1.806 0.910
H -0.565 2.742 1.779

Record 3
14
Properties=species:S:1:pos:R:3 method="wB97M-V/def2-TZVPD" homo_ev=-9.41 charge=0 e_above_lowest_kcal_mol=134.9 spin_multiplicity=1
C 1.107 0.346 -2.016
C -1.125 -1.084 -0.193
C 0.091 0.458 1.274
H 1.634 1.433 -1.771
H 0.248 0.424 -2.720
H 1.940 -0.266 -2.604
H -2.066 -0.597 0.030
H -0.906 -1.804 0.926
H -1.250 -1.494 -1.183
H 1.241 0.648 1.395
H -1.570 0.457 1.841
N -0.208 0.081 -0.066
N -0.738 0.789 2.312
O 0.863 -0.401 -0.753

Record 4
61
Properties=species:S:1:pos:R:3 method="wB97M-V/def2-TZVPD" homo_ev=-13.35 charge=+2 e_above_lowest_kcal_mol=3.7 spin_multiplicity=1
Sn 1.615 0.417 -1.169
O -1.152 0.736 -1.429
C -1.912 1.850 -1.709
C -3.109 1.729 -2.399
C -3.917 2.839 -2.579
C -3.541 4.078 -2.075
C -2.335 4.198 -1.410
C -1.488 3.104 -1.248
C -0.116 3.283 -0.577
O 0.889 2.678 -1.091
N -0.566 2.745 0.843
N -0.285 1.612 1.244
C -0.867 1.215 2.450
C -0.707 -0.051 2.909
Br 0.100 -1.358 1.853
C -1.230 -0.288 4.242
C -1.120 -1.324 5.147
C -0.433 -2.567 4.943
C -0.312 -3.453 5.976
C -0.872 -3.152 7.227
C -1.576 -1.968 7.457
C -1.704 -1.068 6.436
H -1.573 -0.042 -1.826
H -3.417 0.760 -2.776
H -4.853 2.732 -3.111
H -4.175 4.941 -2.218
H -2.011 5.169 -1.053
H 0.031 4.358 -0.362
H -1.225 3.346 1.363
H -1.451 1.938 3.017
H -1.785 0.570 4.610
H -0.022 -2.811 3.979
H 0.209 -4.388 5.834
H -0.761 -3.864 8.035
H -2.009 -1.770 8.428
H -2.240 -0.140 6.592
O 0.441 -3.552 -2.065
C 1.198 -2.632 -1.882
N 1.068 -1.335 -2.374
C 0.205 -1.070 -3.415
O -0.690 -1.743 -3.866
C 0.538 0.268 -4.058
C 0.079 0.576 -5.323
C 0.455 1.788 -5.883
C 1.250 2.655 -5.150
C 1.634 2.295 -3.872
N 1.298 1.114 -3.347
C 2.478 -2.850 -1.106
C 2.860 -4.142 -0.776
C 4.057 -4.320 -0.102
C 4.819 -3.206 0.221
C 4.352 -1.954 -0.146
N 3.209 -1.779 -0.805
H -0.545 -0.139 -5.839
H 0.126 2.055 -6.878
H 1.569 3.604 -5.558
H 2.214 2.955 -3.244
H 2.225 -4.967 -1.064
H 4.396 -5.313 0.161
H 5.763 -3.302 0.738
H 4.921 -1.059 0.080

Record 5
48
Properties=species:S:1:pos:R:3 method="wB97M-V/def2-TZVPD" s_squared=15.76 homo_ev="-8.50 / -8.51" charge=+1 e_above_lowest_kcal_mol=14.9 spin_multiplicity=8
Eu -1.039 -0.073 0.426
P -1.364 0.148 -2.501
C 0.078 -0.768 -2.977
C 1.265 -0.766 -2.203
N 1.295 -0.320 -0.885
C 2.486 -0.071 -0.317
C 3.699 -0.218 -0.996
C 3.698 -0.776 -2.271
C 2.490 -1.117 -2.846
C 2.553 0.469 1.104
P 1.216 -0.015 2.289
H 2.421 -1.548 -3.841
H 4.612 0.094 -0.486
H 4.642 -0.936 -2.789
H 3.503 0.149 1.559
H 2.554 1.572 1.062
H 0.027 -4.594 0.242
H 0.110 -1.368 -3.891
H -3.783 -3.622 2.690
O 0.292 -3.805 -0.226
H 1.258 -3.868 -0.227
H -3.226 0.493 0.227
O -2.863 -3.879 2.676
H -2.465 -3.399 3.421
C 2.076 -1.367 3.171
H 3.003 -0.986 3.622
H 1.412 -1.748 3.958
H 2.302 -2.184 2.473
C 1.429 1.342 3.492
H 0.464 1.520 3.983
H 2.176 1.061 4.244
H 1.739 2.261 2.982
C -0.979 1.809 -3.202
H -1.187 1.797 -4.281
H -1.598 2.561 -2.695
H 0.084 2.032 -3.032
C -2.619 -0.530 -3.646
H -3.587 -0.089 -3.373
H -2.379 -0.286 -4.688
H -2.676 -1.618 -3.515
F -2.769 4.590 2.342
C -3.015 3.272 2.221
F -2.118 2.579 2.978
F -4.255 3.003 2.669
S -2.771 2.638 0.444
O -3.647 3.016 -0.616
O -1.330 2.453 0.219
O -3.210 1.094 1.013

Record 6
96
Properties=species:S:1:pos:R:3 method="wB97M-V/def2-TZVPD" s_squared=3.89 homo_ev="-13.10 / -13.10" charge=+2 e_above_lowest_kcal_mol=0.0 spin_multiplicity=4
O 1.344 21.340 1.479
V -0.243 21.240 1.353
O -3.582 22.809 4.783
V -2.313 22.826 3.832
O -2.496 17.903 2.458
V -2.899 19.350 3.028
C -0.582 20.759 4.072
O -1.776 20.813 4.505
O -0.265 21.907 3.598
O -0.567 19.892 3.149
C -3.016 21.639 1.345
O -2.068 22.499 1.464
O -3.612 21.468 2.475
O -2.452 20.517 1.148
C -0.498 17.889 5.488
O -1.843 17.872 5.046
C -2.780 17.771 6.088
C -4.142 17.798 5.475
N -4.296 19.072 4.710
C -5.671 19.211 4.162
C -5.921 18.248 3.009
O -4.917 18.449 2.019
C -5.251 17.771 0.819
H 0.075 18.075 4.577
H -0.094 16.949 5.872
H -0.336 18.707 6.190
H -2.717 18.520 6.890
H -2.611 16.821 6.610
H -4.939 17.739 6.219
H -4.266 16.905 4.860
H -4.297 19.739 5.483
H -5.918 20.228 3.855
H -6.420 19.004 4.933
H -6.872 18.517 2.539
H -5.992 17.209 3.338
H -4.563 18.064 0.028
H -6.262 18.005 0.482
H -5.154 16.688 0.931
C 1.758 23.591 -3.870
O 1.281 23.550 -2.541
C -0.097 23.823 -2.434
C -0.606 23.274 -1.096
N -0.062 21.954 -0.761
C -0.674 20.829 -1.524
C 0.054 19.542 -1.213
O -0.041 19.400 0.200
C 0.677 18.289 0.698
H 1.775 24.627 -4.234
H 1.139 23.103 -4.630
H 2.775 23.213 -3.886
H -0.649 23.360 -3.260
H -0.244 24.906 -2.485
H -1.692 23.342 -1.100
H -0.226 23.996 -0.368
H 0.871 21.987 -1.187
H -0.638 21.044 -2.599
H -1.751 20.836 -1.352
H 1.095 19.612 -1.533
H -0.503 18.750 -1.715
H 1.761 18.420 0.625
H 0.416 17.391 0.129
H 0.458 18.023 1.730
C 4.868 23.073 4.998
C 3.632 22.424 4.347
C 3.711 20.942 4.525
O 2.701 20.245 3.785
C 2.829 18.858 3.958
N 2.447 22.986 4.966
H 4.922 22.877 6.070
H 4.734 24.154 4.926
H 5.788 22.755 4.512
H 3.736 22.675 3.282
H 3.784 20.710 5.596
H 4.660 20.551 4.133
H 2.628 18.530 4.986
H 3.855 18.524 3.771
H 2.130 18.281 3.355
H 1.643 22.631 4.459
H 2.368 23.976 4.740
C -1.177 20.862 11.298
C -1.242 20.646 9.793
C 0.073 20.850 9.069
O -0.102 20.606 7.688
C 1.076 20.739 6.946
N -1.666 19.226 9.557
H -2.143 20.629 11.743
H -0.789 21.855 11.519
H -0.505 20.135 11.759
H -2.045 21.229 9.329
H 0.868 20.225 9.491
H 0.398 21.889 9.217
H 0.890 20.664 5.869
H 1.773 19.923 7.173
H 1.538 21.719 7.101
H -1.670 19.068 8.555
H -2.646 19.212 9.834

Record 7
11
Properties=species:S:1:pos:R:3 method="wB97M-V/def2-TZVPD" homo_ev=-9.42 charge=0 smiles=C[C@H](Cl)[SiH](Cl)Cl e_above_lowest_kcal_mol=65.9 spin_multiplicity=1
C -0.534 0.398 0.557
C -1.203 -0.653 -0.271
Si -0.491 -0.464 -2.320
Cl -0.589 -2.344 0.130
Cl -0.635 1.576 -2.624
Cl -1.853 -1.597 -3.262
H 0.582 0.134 0.705
H -0.605 1.383 0.184
H -0.942 0.417 1.574
H -2.265 -0.971 -0.394
H 0.877 -0.679 -2.385

Record 8
7
Properties=species:S:1:pos:R:3 method="wB97M-V/def2-TZVPD" s_squared=2.01 homo_ev="-3.91 / -3.76" charge=-1 e_above_lowest_kcal_mol=44.7 spin_multiplicity=3
C -0.644 0.687 0.047
O -0.437 1.137 2.723
O -1.817 -0.725 1.981
F 2.140 -1.789 0.619
S -0.731 0.170 1.671
H -0.729 -0.023 -0.797
H 0.191 1.381 -0.014

Record 9
9
Properties=species:S:1:pos:R:3 method="wB97M-V/def2-TZVPD" s_squared=0.76 homo_ev="-20.39 / -21.61" charge=+3 e_above_lowest_kcal_mol=3.3 spin_multiplicity=2
O 0.187 -1.293 1.363
C 0.645 -0.183 0.976
C 1.326 0.279 2.199
C 0.872 -0.512 3.256
H 2.161 0.981 2.177
H 0.337 -0.043 4.085
H 1.221 -1.535 3.406
O 0.408 0.452 -0.060
La -1.040 0.668 -2.289

Record 10
75
Properties=species:S:1:pos:R:3 method="wB97M-V/def2-TZVPD" homo_ev="-18.41 / -18.41" charge=+4 e_above_lowest_kcal_mol=5.6 spin_multiplicity=1
Ti 0.353 0.327 0.057
P -1.402 -1.454 0.067
P 0.283 0.185 2.467
P 0.510 -0.042 -2.330
H 7.500 2.175 0.807
C 7.089 2.916 0.103
C 5.786 3.228 -0.101
H 4.934 2.817 0.457
C -0.806 -3.187 0.216
C -2.642 -1.420 1.412
C -2.542 -1.632 -1.354
C 1.732 1.096 3.057
C -1.082 1.148 3.176
C 0.335 -1.333 3.468
C 1.979 0.787 -3.001
C -0.850 0.749 -3.228
C 0.654 -1.699 -3.070
H 7.872 3.475 -0.447
H 5.553 3.970 -0.884
H -1.668 -3.865 0.245
H -0.214 -3.319 1.129
H -0.172 -3.451 -0.640
H -3.296 -2.291 1.274
H -3.259 -0.517 1.368
H -2.188 -1.472 2.406
H -3.312 -2.365 -1.084
H -2.033 -1.980 -2.256
H -3.043 -0.690 -1.592
H 1.803 0.909 4.136
H 1.603 2.169 2.874
H 2.650 0.753 2.564
H -0.970 1.156 4.269
H -2.055 0.715 2.917
H -1.059 2.181 2.805
H 0.421 -0.989 4.508
H 1.212 -1.935 3.193
H -0.561 -1.956 3.358
H 2.120 0.394 -4.016
H 2.872 0.573 -2.398
H 1.817 1.871 -3.053
H -0.538 0.885 -4.272
H -1.083 1.728 -2.794
H -1.754 0.133 -3.197
H 0.961 -1.536 -4.112
H -0.292 -2.251 -3.058
H 1.416 -2.292 -2.541
C 4.209 -1.973 -0.041
C 4.732 -0.734 0.336
C 6.088 -0.457 0.179
C 6.939 -1.435 -0.362
C 6.418 -2.690 -0.714
C 5.057 -2.963 -0.567
Se 2.325 -2.287 0.166
H 1.958 -0.745 -0.124
H 4.052 0.018 0.732
H 6.470 0.530 0.450
H 8.000 -1.213 -0.524
H 7.062 -3.469 -1.124
H 4.615 -3.912 -0.856
N 1.596 2.924 0.235
C 0.250 3.242 0.066
N -0.629 2.243 -0.016
C -1.974 2.708 -0.068
C -3.112 1.895 -0.152
C -4.364 2.521 -0.159
C -4.448 3.918 -0.126
C -3.294 4.720 -0.046
C -2.044 4.103 -0.009
S -0.422 4.840 0.099
H 2.195 3.744 0.189
H 1.900 2.228 -0.465
H -2.992 0.808 -0.229
H -5.257 1.900 -0.204
H -5.437 4.372 -0.163
H -3.353 5.803 -0.015

Record 11
21
Properties=species:S:1:pos:R:3 method="wB97M-V/def2-TZVPD" homo_ev=-7.48 charge=0 smiles="O=c1[nH]cc(O)n1-c1ccccc1" e_above_lowest_kcal_mol=120.5 spin_multiplicity=1
C 1.858 0.969 0.048
C 3.227 0.571 0.106
C 1.882 -1.192 -0.237
C -0.375 -0.169 0.006
C -1.118 0.939 -0.402
C -2.546 0.911 -0.699
C -3.290 -0.191 -0.234
C -2.584 -1.161 0.697
C -1.128 -1.093 0.558
H 0.891 2.276 1.059
H 3.970 1.303 0.287
H 3.693 -1.555 -0.960
H -0.753 1.814 -0.739
H -3.139 1.658 -1.017
H -4.298 -0.125 -0.498
H -3.159 -2.088 1.235
H -0.552 -1.919 0.867
N 3.196 -0.789 -0.183
N 0.968 -0.032 0.061
O 1.530 2.239 0.404
O 1.727 -2.367 -0.359

Record 12
27
Properties=species:S:1:pos:R:3 method="wB97M-V/def2-TZVPD" s_squared=0.78 homo_ev="0.57 / -2.73" charge=-1 e_above_lowest_kcal_mol=62.6 spin_multiplicity=2
C -2.631 0.804 -2.957
C -2.589 2.266 -2.513
H -3.408 0.319 -2.460
H -2.922 0.770 -3.983
H -1.683 0.294 -2.857
H -3.494 2.860 -2.674
H -1.672 2.726 -2.923
H -2.436 2.269 -1.374
C 0.984 -2.586 -1.132
C -0.917 -1.778 0.157
C 0.425 -1.660 -0.304
C -0.002 0.210 1.034
C 1.020 -0.488 0.374
C 0.180 1.139 1.980
C 2.347 0.159 0.463
C 1.464 1.393 2.376
C 2.591 0.904 1.570
N -1.237 -0.536 0.772
H -1.545 -2.680 0.090
H -2.113 -0.054 1.102
H 1.969 -2.864 -1.076
H 0.732 -2.362 -2.226
H -0.707 1.611 2.501
H 3.108 -0.429 -0.177
H 1.678 1.895 3.399
H 3.473 0.776 2.116
H 0.449 -3.551 -1.154

Record 13
6
Properties=species:S:1:pos:R:3 method="wB97M-V/def2-TZVPD" homo_ev=-12.35 charge=0 smiles=C#N.C#N e_above_lowest_kcal_mol=6.0 spin_multiplicity=1
C 1.719 -0.330 -0.273
C -1.742 0.328 0.269
N 1.807 -0.986 0.676
N -1.308 0.405 -0.766
H 1.724 0.322 -1.130
H -2.200 0.262 1.223

Record 14
17
Properties=species:S:1:pos:R:3 method="wB97M-V/def2-TZVPD" homo_ev=-8.85 charge=0 smiles=COC[C@H]1C[C@H]1O e_above_lowest_kcal_mol=72.8 spin_multiplicity=1
C -1.431 -2.119 0.095
O -0.379 -1.178 0.060
C -0.866 0.155 -0.061
C 0.209 1.207 -0.305
C 1.090 1.680 0.818
C 1.636 0.819 -0.431
O 2.057 -0.496 -0.618
H -2.081 -1.952 0.966
H -0.992 -3.118 0.164
H -2.044 -2.059 -0.817
H -1.579 0.179 -0.897
H -1.406 0.411 0.861
H -0.145 2.062 -0.852
H 1.463 2.704 0.773
H 0.880 1.353 1.830
H 2.297 1.447 -1.019
H 1.292 -1.094 -0.567

Record 15
56
Properties=species:S:1:pos:R:3 method="wB97M-V/def2-TZVPD" homo_ev=-8.58 charge=0 smiles="CCCCCCCC(=O)Nc1ccc(C(=O)N/N=C/c2cccc([N+](=O)[O-])c2)cc1" e_above_lowest_kcal_mol=98.9 spin_multiplicity=1
C 4.450 1.715 -2.852
H 5.517 1.610 -3.037
C 3.687 0.520 -3.409
C 2.183 0.663 -3.193
C 1.417 -0.575 -3.651
C -0.092 -0.408 -3.489
C -0.837 -1.693 -3.848
C -2.357 -1.526 -3.853
C -3.007 -0.997 -2.584
O -3.979 -0.278 -2.624
N -2.435 -1.448 -1.428
C -2.798 -1.179 -0.113
C -3.978 -0.521 0.232
C -4.271 -0.287 1.560
C -3.393 -0.682 2.568
C -2.233 -1.372 2.222
C -1.942 -1.619 0.899
H -1.034 -2.144 0.638
H -1.566 -1.732 2.990
C -3.731 -0.348 3.967
O -4.836 -0.409 4.457
N -2.672 0.101 4.744
N -1.481 0.345 4.228
C -0.520 0.836 4.903
C 0.750 1.054 4.240
C 0.901 0.705 2.897
C 2.116 0.911 2.270
C 3.200 1.468 2.946
C 3.048 1.812 4.276
C 1.838 1.607 4.919
H 1.731 1.879 5.959
H 3.877 2.242 4.816
H 4.132 1.616 2.424
N 2.264 0.537 0.887
O 3.295 0.843 0.327
O 1.351 -0.065 0.360
H 0.069 0.282 2.356
H -0.604 1.100 5.962
H -2.891 0.341 5.716
H -5.182 0.224 1.832
H -4.649 -0.190 -0.542
H -1.583 -1.985 -1.522
H -2.649 -0.842 -4.653
H -2.828 -2.491 -4.065
H -0.535 -2.005 -4.852
H -0.533 -2.497 -3.171
H -0.440 0.401 -4.136
H -0.309 -0.120 -2.458
H 1.650 -0.782 -4.698
H 1.750 -1.434 -3.062
H 1.820 1.538 -3.737
H 1.990 0.827 -2.133
H 3.893 0.415 -4.477
H 4.035 -0.388 -2.912
H 4.292 1.788 -1.779
H 4.110 2.638 -3.318

| no. | largest force on an atom (eV/A) |
| --- | --- |
| 1 | 0.49 |
| 2 | 7.71 |
| 3 | 6.39 |
| 4 | 1.03 |
| 5 | 2.91 |
| 6 | 10.42 |
| 7 | 5.01 |
| 8 | 4.56 |
| 9 | 6.05 |
| 10 | 2.68 |
| 11 | 6.87 |
| 12 | 7.31 |
| 13 | 2.66 |
| 14 | 1.69 |
| 15 | 1.40 |